(1)
{
  "formula": "CH5BrN3O",
  "method": "the ωB97M-V functional and the def2-TZVPD basis",
  "elements": ["C", "N", "N", "N", "O", "Br", "H", "H", "H", "H", "H"],
  "xyz": [[0.91, 1.25, 0.50], [1.19, 1.95, -0.50], [-0.55, -0.81, -0.27], [-1.12, -1.47, 0.62], [0.41, 1.17, 1.54], [1.66, -0.78, -0.22], [1.67, 1.57, -1.28], [0.92, 3.02, -0.55], [-0.54, -1.11, -1.26], [-1.51, -2.40, 0.58], [-0.95, -0.97, 1.54]],
  "lowdin_charge": [-0.642, 0.163, -0.211, 0.057, 0.158, 0.741, 0.085, 0.231, 0.097, 0.155, 0.166],
  "gap_ev": [8.87, 8.87],
  "multiplicity": 1,
  "lumo_energy_ev": [-5.1448, -5.1443],
  "charge": 1,
  "fmax_ev_per_a": 5.95
}



(2)
{
  "formula": "CH5BrP2",
  "method": "the ωB97M-V functional and the def2-TZVPD basis",
  "elements": ["C", "P", "P", "Br", "H", "H", "H", "H", "H"],
  "xyz": [[0.37, 1.34, 0.22], [-0.33, -0.22, 0.91], [0.85, -1.64, -0.23], [-2.73, 0.01, -0.22], [1.24, 1.59, 0.82], [-0.36, 2.14, 0.31], [0.66, 1.23, -0.83], [0.25, -2.74, 0.38], [0.04, -1.71, -1.36]],
  "lowdin_charge": [-0.486, 0.389, 0.479, -0.118, 0.026, 0.017, 0.018, -0.168, -0.156],
  "gap_ev": 8.24,
  "multiplicity": 1,
  "smiles": "CP(#[PH2])Br",
  "lumo_energy_ev": -1.1710,
  "charge": 0,
  "fmax_ev_per_a": 2.38
}



(3)
{
  "formula": "CH5ClN2O",
  "method": "the ωB97M-V functional and the def2-TZVPD basis",
  "elements": ["C", "N", "N", "O", "Cl", "H", "H", "H", "H", "H"],
  "xyz": [[1.13, 1.24, 0.23], [-1.04, -1.70, -0.25], [-0.82, -0.65, 0.47], [0.79, 0.14, -0.50], [-1.91, 0.65, 0.20], [0.40, 1.98, 0.66], [1.69, 1.73, -0.61], [1.71, 0.95, 1.13], [-0.32, -2.49, -0.28], [-1.63, -1.84, -1.06]],
  "mulliken_spin": [0.002, 0.336, 0.699, 0.826, 0.039, 0.015, 0.082, 0.004, -0.001, -0.002],
  "gap_ev": [8.17, 8.48],
  "s2": 2.01,
  "multiplicity": 3,
  "lumo_energy_ev": [0.9489, -1.0554],
  "charge": 0,
  "fmax_ev_per_a": 4.78
}



(4)
{
  "formula": "CH5ClN5O2",
  "method": "the ωB97M-V functional and the def2-TZVPD basis",
  "elements": ["C", "N", "N", "N", "N", "N", "O", "O", "Cl", "H", "H", "H", "H", "H"],
  "xyz": [[0.42, 1.07, 0.50], [1.10, -0.31, 0.90], [-0.02, -0.15, -1.34], [-0.51, 0.62, -0.47], [-2.01, 0.25, 0.08], [1.23, -1.05, -0.23], [-2.32, 0.85, 1.03], [-2.49, -0.55, -0.63], [1.65, 2.14, -0.18], [-0.04, 1.52, 1.38], [0.57, -0.77, 1.64], [-0.74, -0.77, -1.75], [2.06, -0.79, -0.78], [1.10, -2.06, -0.14]],
  "lowdin_charge": [-0.626, -0.001, 0.153, -0.116, -0.311, 0.070, 0.196, 0.175, 0.731, 0.120, 0.145, 0.137, 0.156, 0.172],
  "gap_ev": [9.66, 9.66],
  "multiplicity": 1,
  "lumo_energy_ev": [-4.9998, -4.9995],
  "charge": 1,
  "fmax_ev_per_a": 2.13
}



(5)
{
  "formula": "CH5ClO3Si",
  "method": "the ωB97M-V functional and the def2-TZVPD basis",
  "elements": ["O", "Si", "O", "O", "H", "H", "C", "Cl", "H", "H", "H"],
  "xyz": [[-0.06, -1.38, -0.01], [-1.45, -1.56, 0.55], [-2.09, -2.89, 1.15], [-2.46, -0.32, 0.73], [-1.54, -3.55, 1.36], [-3.31, -0.65, 0.80], [2.18, 2.10, -0.77], [1.89, 1.76, -2.49], [3.00, 1.40, -0.35], [1.31, 1.99, -0.17], [2.53, 3.10, -0.81]],
  "lowdin_charge": [-0.271, 0.294, -0.007, -0.032, -0.003, 0.020, -0.518, 0.446, 0.071, 0.007, -0.007],
  "gap_ev": 10.00,
  "multiplicity": 1,
  "smiles": "O=[Si](O)O.CCl",
  "lumo_energy_ev": -0.2746,
  "charge": 0,
  "fmax_ev_per_a": 5.93
}



(6)
{
  "formula": "CH5ClOSi",
  "method": "the ωB97M-V functional and the def2-TZVPD basis",
  "elements": ["C", "O", "Si", "Cl", "H", "H", "H", "H", "H"],
  "xyz": [[-1.44, 0.31, 0.19], [1.42, -1.13, 0.24], [1.45, 0.45, -0.24], [-1.61, -1.33, -0.39], [-1.85, 1.02, -0.49], [-1.96, 0.29, 1.13], [0.81, -1.85, -0.09], [1.94, 1.05, -1.41], [1.23, 1.18, 1.06]],
  "lowdin_charge": [-0.597, -0.353, 0.746, 0.426, -0.059, -0.035, 0.031, -0.101, -0.059],
  "gap_ev": [7.10, 7.10],
  "multiplicity": 1,
  "lumo_energy_ev": [-0.4243, -0.4243],
  "charge": 0,
  "fmax_ev_per_a": 6.32
}



(7)
{
  "formula": "CH5ErO2",
  "method": "the ωB97M-V functional and the def2-TZVPD basis",
  "elements": ["C", "H", "H", "H", "O", "Er", "H", "O", "H"],
  "xyz": [[-0.91, 1.19, -0.53], [-0.91, 2.28, -0.35], [-1.45, 1.02, -1.47], [-1.52, 0.72, 0.27], [1.33, -1.83, 1.54], [1.59, -0.76, -2.08], [0.63, -2.37, 1.91], [0.39, 0.69, -0.56], [0.85, -0.94, 1.25]],
  "mulliken_spin": [-0.003, -0.001, 0.011, -0.004, -0.009, 3.019, 0.002, -0.016, 0.001],
  "gap_ev": [5.92, 6.12],
  "s2": 3.75,
  "multiplicity": 4,
  "lumo_energy_ev": [0.0443, -0.5680],
  "charge": 0,
  "fmax_ev_per_a": 3.30
}



(8)
{
  "formula": "CH5FN2",
  "method": "the ωB97M-V functional and the def2-TZVPD basis",
  "elements": ["C", "N", "N", "F", "H", "H", "H", "H", "H"],
  "xyz": [[-0.41, 1.05, 0.29], [0.55, 0.00, -0.55], [0.77, -1.05, 0.27], [-0.53, -0.52, -1.60], [0.21, 1.88, 0.56], [-1.19, 1.29, -0.45], [-0.65, 0.49, 1.12], [-0.08, -1.49, 0.58], [1.33, -1.65, -0.22]],
  "lowdin_charge": [0.018, -0.113, 0.019, -0.232, 0.064, 0.077, 0.020, 0.088, 0.059],
  "gap_ev": 11.64,
  "multiplicity": 1,
  "smiles": "CN(N)F",
  "lumo_energy_ev": 1.2011,
  "charge": 0,
  "fmax_ev_per_a": 4.93
}



Q: What is the charge in the seventh record?
A: 0